Here is a molecular structure, C21H27F4GdN3O5S at a distorted geometry from the Open Molecules 2025 dataset. Energies are from wB97M-V/def2-TZVPD.

Last column: Löwdin charge in e.
Cartesian coordinates (Å):
Gd1 -0.559 0.283 -0.714  1.64
C1 -2.465 1.432 3.465  -0.06
C2 -1.977 1.320 2.015  -0.22
N1 -1.308 0.058 1.623  -0.28
C3 -0.056 -0.233 2.360  -0.24
C4 -0.157 -0.768 3.791  -0.05
C5 -2.217 -1.108 1.614  -0.16
C6 -3.268 -1.046 0.486  -0.19
N2 -2.639 -0.541 -0.735  -0.13
C7 -3.279 -0.622 -1.912  -0.19
C8 -2.636 -0.110 -3.069  -0.08
F1 -1.358 0.488 -2.879  -0.06
C9 -3.153 -0.165 -4.347  -0.22
F2 -2.444 0.346 -5.356  0.11
C10 -4.389 -0.738 -4.582  0.08
C11 -5.078 -1.227 -3.479  -0.21
F3 -6.278 -1.781 -3.666  0.11
C12 -4.569 -1.155 -2.195  -0.12
F4 -5.349 -1.595 -1.181  0.08
H1 -3.232 2.198 3.533  0.08
H2 -1.652 1.720 4.124  0.07
H3 -2.898 0.504 3.820  0.07
H4 -1.275 2.147 1.826  0.11
H5 -2.822 1.442 1.329  0.12
H6 0.541 0.687 2.361  0.13
H7 0.490 -0.984 1.769  0.08
H8 -0.485 -0.017 4.499  0.06
H9 0.837 -1.088 4.095  0.09
H10 -0.817 -1.627 3.857  0.08
H11 -2.747 -1.221 2.566  0.12
H12 -1.587 -1.992 1.445  0.14
H13 -4.115 -0.408 0.774  0.13
H14 -3.653 -2.064 0.359  0.13
H15 -4.803 -0.800 -5.571  0.14
C13 6.765 -3.497 0.716  -0.03
C14 5.540 -2.779 0.255  -0.25
C15 5.553 -1.960 -0.871  -0.01
C16 4.401 -1.317 -1.301  -0.03
C17 3.230 -1.499 -0.595  -0.27
C18 3.191 -2.316 0.522  -0.05
C19 4.342 -2.949 0.948  -0.01
S1 1.721 -0.662 -0.960  0.52
O1 0.580 -1.558 -0.606  -0.41
O2 1.512 -0.158 -2.309  -0.30
O3 1.574 0.499 -0.027  -0.42
H16 7.645 -3.172 0.169  0.08
H17 6.643 -4.570 0.568  0.09
H18 6.924 -3.330 1.779  0.09
H19 6.471 -1.817 -1.420  0.12
H20 4.404 -0.686 -2.174  0.12
H21 2.251 -2.454 1.029  0.11
H22 4.316 -3.580 1.825  0.13
N3 0.900 5.724 -1.109  0.02
C20 0.877 4.405 -0.492  -0.12
C21 -0.326 3.659 -1.070  -0.46
O4 -1.041 4.348 -1.899  0.18
O5 -0.619 2.514 -0.737  -0.08
H23 1.000 6.474 -0.435  0.10
H24 -0.615 5.260 -1.965  0.13
H25 1.636 5.818 -1.799  0.11
H26 0.736 4.464 0.593  0.14
H27 1.781 3.805 -0.658  0.14

For the orbital gap (spin up / spin down), the calculation gives 8.13 / 5.04 eV. As for the strongest force on any atom: 4.48 eV/Å. The spin multiplicity is 8. As for the expectation value of S²: 16.030. As for the charge: +1. The value obtained for the HOMO energy (spin up / spin down) is -10.3479 / -10.2252 eV.


Here is a molecular structure, C36H39N14O5OsP from the Open Molecules 2025 dataset. Energies are from wB97M-V/def2-TZVPD.

Last column: Löwdin charge in e.
Cartesian coordinates (Å):
Os1 0.560 0.103 -0.290  1.15
C1 0.611 -4.287 3.180  -0.05
N1 0.856 -2.976 2.566  -0.10
C2 0.313 -2.445 1.482  -0.14
N2 0.985 -1.340 1.156  -0.12
C3 1.951 -1.260 2.121  -0.19
N3 1.898 -2.230 2.986  0.16
C4 1.748 -5.219 2.834  -0.20
C5 2.465 -5.894 3.811  -0.01
C6 3.540 -6.701 3.452  -0.04
C7 3.923 -6.817 2.127  0.01
C8 3.204 -6.137 1.148  -0.13
C9 2.112 -5.358 1.505  0.02
C10 3.598 -6.179 -0.258  -0.29
N4 4.680 -6.596 -0.813  0.14
N5 4.559 -6.319 -2.171  0.14
C11 3.413 -5.759 -2.327  -0.31
O1 2.738 -5.632 -1.156  0.10
C12 2.783 -5.191 -3.515  -0.14
C13 3.486 -5.036 -4.709  0.00
C14 2.878 -4.397 -5.776  -0.04
C15 1.582 -3.899 -5.660  -0.02
C16 0.873 -4.078 -4.481  -0.22
C17 -0.540 -3.586 -4.320  -0.04
N6 -0.658 -2.692 -3.153  -0.08
C18 0.282 -2.004 -2.534  -0.13
N7 -0.275 -1.287 -1.554  -0.09
C19 -1.609 -1.615 -1.634  -0.16
N8 -1.863 -2.462 -2.589  0.15
C20 1.475 -4.738 -3.417  0.01
H1 -0.347 -4.640 2.796  0.14
H2 0.523 -4.140 4.254  0.13
H3 -0.545 -2.845 0.970  0.14
H4 2.667 -0.460 2.177  0.10
H5 2.194 -5.789 4.854  0.12
H6 4.091 -7.229 4.217  0.12
H7 4.772 -7.424 1.841  0.13
H8 1.559 -4.839 0.730  0.12
H9 4.500 -5.406 -4.782  0.13
H10 3.417 -4.276 -6.706  0.12
H11 1.123 -3.391 -6.499  0.12
H12 -1.236 -4.403 -4.135  0.14
H13 -0.884 -3.039 -5.197  0.14
H14 1.322 -2.039 -2.798  0.10
H15 -2.363 -1.216 -0.977  0.12
H16 0.923 -4.902 -2.499  0.13
N9 2.349 3.004 2.449  0.26
C21 1.252 2.471 1.930  -0.40
O2 1.322 1.528 1.134  -0.13
C22 -0.111 3.019 2.428  -0.32
C23 0.106 4.340 3.052  -0.15
N10 0.324 5.372 3.501  0.26
C24 -1.063 0.763 2.981  -0.14
N11 -1.421 -0.249 2.575  0.25
H17 3.249 2.661 2.151  0.13
H18 2.319 3.831 3.029  0.12
N12 -4.926 4.445 1.108  0.21
C25 -4.247 4.622 2.264  -0.48
O3 -4.535 5.437 3.111  0.14
C26 -2.996 3.795 2.480  0.04
C27 -2.757 3.461 3.826  0.03
C28 -1.781 2.661 4.323  0.10
C29 -0.646 2.056 3.538  -0.17
N13 -0.945 3.131 1.258  0.20
C30 -2.178 3.484 1.336  -0.04
H19 -5.775 4.979 0.996  0.14
H20 -4.817 3.624 0.539  0.12
H21 -3.485 3.858 4.524  0.14
H22 -1.798 2.419 5.379  0.15
H23 0.176 1.856 4.231  0.18
H24 -2.653 3.611 0.366  0.13
C31 1.923 0.321 -3.887  -0.13
C32 2.857 0.753 -2.759  -0.36
P1 2.729 -0.058 -1.123  0.84
C33 3.974 0.896 -0.171  -0.39
C34 5.418 0.775 -0.656  -0.12
C35 3.447 -1.753 -1.199  -0.36
C36 4.293 -2.091 -2.427  -0.11
H25 2.066 0.985 -4.739  0.09
H26 0.875 0.392 -3.597  0.05
H27 2.136 -0.690 -4.236  0.05
H28 2.684 1.811 -2.535  0.09
H29 3.897 0.669 -3.079  0.08
H30 3.901 0.560 0.866  0.05
H31 3.642 1.937 -0.201  0.08
H32 5.771 -0.255 -0.630  0.07
H33 6.075 1.356 -0.008  0.08
H34 5.543 1.159 -1.667  0.07
H35 2.634 -2.474 -1.081  0.05
H36 4.049 -1.850 -0.290  0.09
H37 3.700 -2.110 -3.344  0.06
H38 4.739 -3.078 -2.307  0.08
H39 5.105 -1.380 -2.572  0.07
O4 -1.541 0.838 -0.216  -0.25
N14 -1.344 1.648 -1.141  -0.15
O5 -0.122 1.595 -1.510  -0.25

For the orbital gap (spin up / spin down), the calculation gives 2.85 / 2.86 eV. As for the strongest force on any atom: 0.83 eV/Å. The spin multiplicity is 1. As for the charge: +2. The value obtained for the HOMO energy (spin up / spin down) is -12.4595 / -12.4641 eV.


Here is a molecular structure, C6H12N2O at a distorted geometry from the Open Molecules 2025 dataset. Energies are from wB97M-V/def2-TZVPD.

Last column: natural (NBO) charge in e.
Cartesian coordinates (Å):
C1 0.442 2.003 -2.232  -0.09
C2 -0.855 0.122 -1.002  -0.09
C3 -1.094 -1.130 -1.534  -0.36
O1 -0.585 1.182 -2.278  -0.51
H1 -1.682 0.599 -0.482  0.21
H2 1.058 2.036 -3.132  0.18
H3 0.313 2.946 -1.686  0.16
H4 1.312 1.427 -1.291  0.29
H5 -2.073 -1.583 -1.506  0.19
H6 -0.305 -1.670 -2.037  0.19
C4 -1.024 -0.914 1.713  -0.41
C5 1.382 -0.545 2.082  -0.41
N1 0.267 -0.575 1.147  -0.43
C6 0.422 0.123 -0.022  0.42
N2 1.495 0.683 -0.352  -0.59
H7 1.360 -1.444 2.701  0.20
H8 -1.778 -1.162 0.969  0.22
H9 -1.416 -0.113 2.352  0.18
H10 -0.905 -1.803 2.334  0.21
H11 1.350 0.339 2.730  0.19
H12 2.318 -0.522 1.528  0.24

For the orbital gap (spin up / spin down), the calculation gives 6.80 / 8.30 eV. As for the strongest force on any atom: 1.94 eV/Å. The spin multiplicity is 1. The value obtained for the HOMO energy (spin up / spin down) is -7.4064 / -8.4085 eV.


Here is C2H4N2O in the gas phase at a distorted geometry from the Open Molecules 2025 dataset. Energies are from wB97M-V/def2-TZVPD.

Last column: natural (NBO) charge in e.
Cartesian coordinates (Å):
C1 -0.339 0.583 -0.281  -0.42
N1 0.817 -0.253 -0.486  -0.13
C2 1.574 -1.348 -0.223  0.14
N2 2.228 -1.432 -1.339  -0.18
O1 1.345 -0.223 -1.792  -0.26
H1 -0.019 1.722 -0.175  0.22
H2 -0.970 0.254 -1.067  0.22
H3 -0.853 0.283 0.557  0.22
H4 1.634 -1.813 0.706  0.20

For the orbital gap, the calculation gives 10.01 eV. As for the strongest force on any atom: 2.77 eV/Å. The spin multiplicity is 1. The value obtained for the HOMO energy is -9.2312 eV.


Here is 13 unconnected molecules or ions with the total composition C4H36N2O13S at a distorted geometry from the Open Molecules 2025 dataset. Energies are from wB97M-V/def2-TZVPD.

Last column: natural (NBO) charge in e.
Cartesian coordinates (Å):
C1 0.460 -1.272 -0.782  -0.21
N1 -0.969 -1.719 -0.814  -0.90
C2 0.729 -0.264 0.438  -0.09
C3 2.119 0.307 0.380  -0.62
S1 3.243 -0.517 1.381  -0.06
N2 -0.399 0.585 0.621  -0.65
C4 -0.739 0.923 1.960  0.10
O1 0.110 1.726 2.703  -0.76
H1 1.264 -1.989 -0.892  0.22
H2 0.711 -0.603 -1.702  0.15
H3 -0.926 -2.609 -1.323  0.39
H4 -1.671 -1.038 -1.118  0.40
H5 0.723 -1.063 1.203  0.21
H6 2.645 0.666 -0.505  0.24
H7 1.993 1.399 0.810  0.23
H8 4.319 0.242 1.638  0.17
H9 -0.409 1.393 0.005  0.37
H10 -0.922 0.068 2.529  0.17
H11 -1.596 1.710 1.934  0.18
H12 0.878 1.214 3.060  0.50
H13 -1.581 -4.843 -2.128  0.48
H14 -1.089 -5.859 -1.114  0.48
O2 -0.892 -5.042 -1.521  -0.96
H15 0.398 -4.531 -3.104  0.49
H16 1.056 -3.814 -4.306  0.47
O3 0.288 -3.727 -3.741  -0.96
H17 -5.073 -1.984 1.694  0.46
H18 -4.203 -1.661 0.545  0.48
O4 -5.032 -1.458 0.959  -0.94
H19 -0.069 2.722 -1.511  0.51
H20 -0.110 4.280 -1.551  0.49
O5 0.513 3.502 -1.466  -0.96
H21 -2.261 -3.609 0.750  0.48
H22 -2.042 -2.070 0.816  0.51
O6 -2.537 -2.798 1.104  -0.99
H23 -2.342 3.169 -1.726  0.47
H24 -1.774 2.286 -2.787  0.51
O7 -1.905 2.351 -1.842  -0.97
H25 -0.625 0.777 -4.436  0.47
H26 -0.019 2.116 -4.257  0.51
O8 -0.864 1.627 -4.215  -0.99
H27 0.984 3.060 2.117  0.49
H28 0.904 3.609 0.802  0.47
O9 1.270 3.894 1.634  -0.96
H29 2.350 3.123 -3.940  0.48
H30 1.269 3.262 -2.812  0.50
O10 1.444 2.966 -3.790  -1.02
H31 2.791 3.250 1.606  0.49
H32 4.050 3.353 2.481  0.46
O11 3.766 3.017 1.560  -1.00
H33 1.998 -0.297 3.983  0.49
H34 0.677 -0.637 4.839  0.49
O12 1.270 0.072 4.550  -0.97
H35 -0.705 -3.322 2.811  0.46
H36 -2.173 -2.924 2.989  0.50
O13 -1.296 -3.018 3.477  -0.97

For the orbital gap, the calculation gives 8.88 eV. As for the strongest force on any atom: 5.99 eV/Å. The spin multiplicity is 1. The value obtained for the HOMO energy is -8.9458 eV.


Here is 11 unconnected molecules or ions with the total composition C8H40N2O11 at a distorted geometry from the Open Molecules 2025 dataset. Energies are from wB97M-V/def2-TZVPD.

Last column: natural (NBO) charge in e.
Cartesian coordinates (Å):
C1 -2.484 -1.246 5.037  -0.26
O1 -1.199 -1.628 4.525  -0.58
C2 -0.105 -0.833 5.152  -0.06
C3 0.080 0.593 4.665  -0.10
C4 0.943 0.620 3.465  -0.62
N1 0.651 1.328 5.746  -0.86
H1 -3.224 -1.753 4.362  0.20
H2 -2.720 -0.194 4.911  0.18
H3 -2.619 -1.552 6.113  0.18
H4 -0.268 -0.815 6.249  0.19
H5 0.816 -1.316 4.921  0.18
H6 -0.949 0.958 4.304  0.21
H7 1.942 0.135 3.697  0.19
H8 0.997 1.545 2.963  0.22
H9 0.535 0.013 2.640  0.22
H10 1.609 1.115 6.068  0.37
H11 0.659 2.356 5.590  0.37
C5 -1.340 0.240 -4.505  -0.25
O2 -0.482 0.123 -3.385  -0.58
C6 0.744 0.826 -3.602  -0.09
C7 1.684 0.201 -4.670  -0.07
C8 1.943 -1.342 -4.440  -0.62
N2 2.991 0.876 -4.623  -0.88
H12 -2.270 -0.023 -4.051  0.19
H13 -1.071 -0.559 -5.158  0.18
H14 -1.301 1.190 -5.013  0.18
H15 0.493 1.906 -3.841  0.17
H16 1.291 0.847 -2.623  0.21
H17 1.345 0.316 -5.717  0.18
H18 2.286 -1.800 -5.369  0.21
H19 0.966 -1.702 -4.237  0.22
H20 2.663 -1.605 -3.701  0.22
H21 3.045 1.769 -5.173  0.37
H22 3.776 0.279 -4.911  0.38
O3 2.913 -0.196 -0.282  -0.99
H23 3.397 -0.736 0.362  0.47
H24 1.999 -0.493 -0.217  0.51
O4 -2.204 0.328 1.333  -0.97
H25 -2.965 0.255 0.748  0.48
H26 -1.501 0.629 0.719  0.52
O5 -1.785 -2.281 1.843  -1.02
H27 -1.381 -2.265 2.730  0.50
H28 -2.029 -1.346 1.798  0.49
O6 1.327 3.090 -0.555  -1.00
H29 1.277 4.053 -0.424  0.48
H30 1.968 2.867 -1.235  0.51
O7 3.529 2.236 -1.817  -0.98
H31 3.634 1.726 -1.003  0.50
H32 3.370 1.562 -2.501  0.50
O8 -4.424 -2.382 0.626  -0.99
H33 -3.595 -2.463 1.144  0.50
H34 -4.909 -3.162 0.891  0.47
O9 -2.096 -2.053 -1.633  -0.96
H35 -1.989 -1.222 -2.049  0.46
H36 -2.943 -1.992 -1.092  0.50
O10 0.151 -0.645 -0.172  -0.99
H37 -0.233 -1.562 -0.092  0.52
H38 -0.284 -0.233 -0.932  0.49
O11 -1.202 1.745 -0.950  -0.99
H39 -0.351 2.191 -0.781  0.51
H40 -1.103 1.480 -1.846  0.47

For the orbital gap, the calculation gives 9.61 eV. As for the strongest force on any atom: 3.09 eV/Å. The spin multiplicity is 1. The value obtained for the HOMO energy is -9.0604 eV.


The records above yield relative energy (zero: lowest compared OMol25 entry of this formula, charge and spin) values of 0.791; 0.266; 5.942; 5.040; 1.433; 0.030 eV, respectively.